The following is a DFT calculation (ωB97M-V/def2-TZVPD) of a 2-piece molecular cluster, C4H13NS overall.

```
19
Properties=species:S:1:pos:R:3:forces:R:3:lowdin_charge:R:1
C 1.3606 -2.0324 -1.1830 2.01 -1.18 -1.44 -0.19
C 2.1698 -0.9077 -0.5603 2.73 2.28 -0.80 -0.51
S 1.4260 0.8917 -0.0049 1.23 -3.26 0.93 0.60
H 0.5634 -1.5511 -1.6528 -2.16 0.12 -0.42 0.02
H 1.9604 -2.3435 -2.1351 -0.80 0.05 1.77 0.10
H 1.1402 -2.9929 -0.5811 0.15 1.99 -0.74 0.10
H 2.7750 -1.3330 0.2502 -0.25 0.72 0.16 0.05
H 2.9816 -0.4178 -1.2814 -1.82 -1.62 1.17 0.07
H 1.4897 0.3181 1.2610 -0.31 1.23 -0.87 -0.13
C -1.2029 -0.1260 1.1861 -1.47 -1.21 0.57 -0.23
N -1.8640 0.5264 0.0308 0.99 -0.41 0.89 -0.19
C -3.1337 1.0703 0.3432 -2.22 0.69 2.35 -0.18
H -0.9360 0.6724 1.9072 0.61 -0.77 -0.50 0.07
H -0.4596 -0.8000 0.7533 0.62 0.86 0.48 0.02
H -1.7816 -0.9362 1.8163 -0.10 1.62 -1.09 0.10
H -2.0605 -0.2127 -0.5858 0.21 -0.90 -1.29 0.07
H -3.4485 2.0716 -0.0101 1.14 0.00 0.09 0.07
H -3.9492 0.4797 -0.0922 -0.03 -0.39 0.49 0.07
H -3.2054 1.0669 1.4977 -0.54 0.20 -1.75 0.10
```
Positions in Å, forces in eV/Å.

Values from the calculation:
**HOMO-LUMO gap**: 9.391 eV
**2S+1**: 1
**Energy**: -16681.25368 eV
**SMILES**: CCS.CNC
**Relative energy (zero: lowest compared OMol25 entry of this formula, charge and spin)**: 273.7 kJ/mol
**E_LUMO**: 0.9 eV